This record from the OMol25 dataset describes a cluster of 2 separate species, C3H13N2O in total at a distorted geometry. The level of theory is the ωB97M-V functional and the def2-TZVPD basis.

XYZ file:
```
19
Properties=species:S:1:pos:R:3:nbo_charge:R:1
N 0.728 -1.851 -0.382 -0.735
C 0.314 -0.744 -1.338 -0.241
C -1.063 -0.038 -0.875 -0.230
N -0.662 0.887 0.432 -0.700
C 0.010 2.267 0.214 -0.399
H 0.996 -1.603 0.726 0.499
H -0.036 -2.419 -0.131 0.421
H 1.548 -2.389 -0.608 0.435
H 1.132 -0.023 -1.482 0.237
H -0.048 -1.161 -2.304 0.236
H -1.101 0.803 -1.651 0.224
H -1.856 -0.742 -0.975 0.234
H -1.514 1.081 1.011 0.378
H 0.463 2.274 -0.833 0.206
H 0.741 2.481 1.049 0.220
H -0.845 2.646 0.431 0.203
H 0.328 -1.056 2.873 0.499
H 0.158 0.210 1.769 0.523
O 0.707 -0.621 2.074 -1.010
```

Results
2S+1 = 1
Net charge = +1


This record from the OMol25 dataset describes a cluster of 2 separate species, C2H5FO in total at a distorted geometry. The level of theory is the ωB97M-V functional and the def2-TZVPD basis.

XYZ file:
```
9
Properties=species:S:1:pos:R:3:nbo_charge:R:1
C -0.575 0.675 0.281 -0.731
C -0.065 -0.675 0.246 0.514
O 1.125 -0.779 -1.267 -0.843
F 0.794 -0.921 1.241 -0.328
H -1.436 0.813 -0.453 0.254
H -0.663 0.931 1.396 0.256
H 0.118 1.423 -0.135 0.246
H -0.611 -1.640 0.108 0.195
H 1.313 0.173 -1.418 0.437
```

Results
2S+1 = 1


This record from the OMol25 dataset describes an isolated molecule of C5H7NO3 at a distorted geometry. The level of theory is the ωB97M-V functional and the def2-TZVPD basis.

XYZ file:
```
16
Properties=species:S:1:pos:R:3:nbo_charge:R:1
C 1.451 1.294 -1.065 -0.256
C 1.201 0.322 -0.199 -0.043
C -0.064 0.304 0.646 0.563
O -0.333 1.306 1.223 -0.498
C -1.128 -0.802 0.598 -0.499
C -2.301 -0.337 -0.255 -0.607
N 2.315 -0.438 0.346 0.512
O 2.308 -0.839 1.495 -0.357
O 3.282 -0.537 -0.374 -0.373
H 2.424 1.217 -1.407 0.224
H 0.878 2.072 -1.389 0.222
H -0.763 -1.812 0.331 0.222
H -1.554 -0.906 1.672 0.237
H -2.777 0.622 0.031 0.230
H -2.952 -1.207 -0.431 0.222
H -1.986 -0.260 -1.224 0.200
```

Results
Structure (SMILES) = C=C(C(=O)CC)[N+](=O)[O-]
2S+1 = 1


This record from the OMol25 dataset describes an isolated molecule of C4H4ClNOS at a distorted geometry. The level of theory is the ωB97M-V functional and the def2-TZVPD basis.

XYZ file:
```
12
Properties=species:S:1:pos:R:3:nbo_charge:R:1
O 1.624 -0.104 -1.744 -0.584
C 1.836 -0.327 -0.591 0.539
N 0.865 -0.336 0.339 -0.614
C -0.515 -0.039 0.191 0.031
C -1.150 -0.340 -1.022 -0.328
S -2.584 0.054 -1.623 0.074
C -1.118 0.717 1.218 -0.154
Cl -0.332 0.959 2.746 0.020
H 2.897 -0.423 -0.122 0.117
H 1.228 -0.407 1.239 0.403
H -0.605 -0.875 -1.783 0.244
H -2.147 1.121 1.152 0.251
```

Results
Structure (SMILES) = O=CN/C(C=S)=C\Cl
2S+1 = 1


Values for energy relative to the best compared isomer or geometry (same formula, charge and spin), kJ/mol, ordered as above
346.9 180.4 561.8 111.5
Values for E_LUMO, eV, ordered as above
-3.122 0.890 -0.731 -1.324
Values for DFT total energy, eV, ordered as above
-8340.38651 -6917.74008 -12926.36119 -31106.55309